1.
The following is a quantum chemistry calculation of the molecule C3H10N4O, from the OMol25 dataset.

Properties
2S+1 = 1
LUMO level = 1.0 eV
gap between HOMO and LUMO = 9.59 eV
HOMO level = -8.6 eV

XYZ file:
```
18
Properties=species:S:1:pos:R:3:lowdin_charge:R:1
C -0.22 -1.57 -1.94 -0.074
C -0.68 -0.58 -0.87 -0.265
C 0.13 0.55 1.10 -0.472
H -0.05 -2.60 -1.57 0.086
H 0.68 -1.12 -2.36 0.066
H -0.86 -1.46 -2.81 0.062
H -1.17 0.40 -1.14 0.124
H -1.45 -0.98 -0.16 0.116
H 1.08 0.44 -0.60 0.130
H -0.46 0.20 3.00 0.158
H 0.40 -1.58 1.38 0.072
H 1.41 3.25 0.70 0.068
H 0.25 2.87 -0.24 0.068
N 0.46 -0.21 -0.04 -0.023
N -0.62 -0.23 2.04 -0.048
N 0.46 1.72 1.33 0.002
N 1.02 2.45 0.24 -0.009
O -0.37 -1.56 1.94 -0.062
```

=====

2.
The following is a quantum chemistry calculation of a cluster of 2 separate species, C3H10N4O in total, from the OMol25 dataset.

Properties
2S+1 = 1
LUMO level (spin up / spin down) = 0.5 / 0.5 eV
gap between HOMO and LUMO (spin up / spin down) = 6.96 / 6.96 eV
HOMO level (spin up / spin down) = -6.5 / -6.5 eV

XYZ file:
```
18
Properties=species:S:1:pos:R:3:lowdin_charge:R:1
C -2.80 0.61 -0.02 -0.117
C -1.42 0.34 0.56 -0.391
C 0.41 -0.75 -0.96 -0.232
N 0.39 -2.00 -0.82 0.140
O -1.31 -0.15 1.69 -0.102
H 0.67 -2.31 0.11 0.052
H 0.09 -0.27 -1.88 0.118
H -2.84 1.64 -0.37 0.059
H -3.60 0.43 0.71 0.062
H -2.94 -0.03 -0.90 0.061
N 1.14 0.27 -0.09 -0.297
N 2.16 0.95 -0.84 0.089
N 1.59 -0.16 1.20 0.096
H 0.21 0.89 0.10 0.126
H 2.86 0.25 -1.11 0.089
H 2.60 1.62 -0.21 0.094
H 2.07 -1.06 1.09 0.082
H 0.72 -0.27 1.75 0.073
```

=====

Which of them is the least stable? Correct choice: 2.

=====

1.
The following is a quantum chemistry calculation of a cluster of 3 separate species, C3H13N2O3 in total, from the OMol25 dataset.

Properties
2S+1 = 1
LUMO level = -3.1 eV
gap between HOMO and LUMO = 9.99 eV
HOMO level = -13.1 eV
net charge = +1

XYZ file:
```
21
Properties=species:S:1:pos:R:3:lowdin_charge:R:1
N -0.92 0.75 -0.43 0.148
C -0.04 -0.38 0.16 -0.065
C -0.26 -0.37 1.61 -0.508
N 0.51 -0.87 2.57 -0.020
C 1.56 -1.75 2.76 -0.105
O -1.05 0.54 1.95 -0.011
H -0.83 1.70 -0.05 0.154
H -1.99 0.42 -0.17 0.250
H -0.74 0.82 -1.46 0.076
H -0.32 -1.29 -0.27 0.104
H 1.17 -0.35 -0.16 0.211
H 0.11 -0.39 3.60 0.272
H 2.38 -0.99 2.82 0.117
H 1.69 -2.37 1.92 0.066
H 1.41 -2.59 3.55 0.137
H 0.93 0.87 -2.86 0.127
H 0.64 -0.46 -3.47 0.021
O 0.46 -0.03 -2.68 -0.065
H -1.39 2.98 -2.81 0.016
H -2.03 1.70 -3.58 0.133
O -1.28 2.08 -2.99 -0.058
```

=====

2.
The following is a quantum chemistry calculation of a cluster of 3 separate species, C3H13N2O3 in total, from the OMol25 dataset.

Properties
2S+1 = 1
LUMO level = -3.0 eV
gap between HOMO and LUMO = 10.69 eV
HOMO level = -13.7 eV
net charge = +1

XYZ file:
```
21
Properties=species:S:1:pos:R:3:lowdin_charge:R:1
N 1.25 0.17 0.67 0.171
C -0.18 0.65 0.74 -0.035
C -1.04 -0.55 0.45 -0.490
N -2.38 -0.40 0.41 0.045
C -3.16 0.66 1.08 -0.039
O -0.52 -1.61 0.12 0.071
H 1.47 -0.10 -0.30 0.097
H 1.36 -0.70 1.20 0.168
H 1.85 0.89 1.06 0.153
H -0.31 1.03 1.75 0.137
H -0.23 1.42 -0.02 0.150
H -2.88 -1.26 0.33 0.147
H -3.91 0.17 1.69 0.095
H -3.67 1.27 0.37 0.082
H -2.56 1.23 1.78 0.083
H 2.62 2.62 -1.36 0.058
H 3.26 1.27 -1.61 0.056
O 2.85 1.80 -0.91 -0.043
H 1.20 -1.22 -2.58 0.060
H 2.21 -2.21 -1.96 0.070
O 1.86 -1.32 -1.89 -0.038
```

=====

Which of them is the least stable? Correct choice: 1.

=====

1.
The following is a quantum chemistry calculation of a cluster of 2 separate species, C6H9N3O in total, from the OMol25 dataset.

Properties
2S+1 = 1
LUMO level (spin up / spin down) = 0.3 / -0.1 eV
gap between HOMO and LUMO (spin up / spin down) = 8.33 / 8.55 eV
HOMO level (spin up / spin down) = -8.0 / -8.7 eV

XYZ file:
```
19
Properties=species:S:1:pos:R:3:lowdin_charge:R:1
C 0.71 2.30 -1.53 -0.218
C -1.17 1.62 -0.91 -0.118
C -0.13 -0.90 1.51 -0.251
C -0.37 -0.45 0.16 -0.215
C 0.26 0.05 2.61 -0.025
C 0.36 -2.40 -1.83 0.092
N -0.61 2.60 -1.56 0.078
N 0.99 1.19 -0.89 0.111
N -0.22 0.75 -0.48 -0.074
O -1.44 -0.76 0.94 0.059
H 1.46 2.91 -1.98 0.101
H -2.22 1.49 -0.71 0.128
H 0.17 -1.94 1.65 0.137
H 1.35 0.15 2.62 0.088
H -0.08 -0.31 3.57 0.078
H -0.17 1.03 2.42 0.085
H 0.32 -3.23 -1.16 -0.021
H 1.28 -1.89 -1.99 -0.019
H -0.48 -2.19 -2.46 -0.016
```

=====

2.
The following is a quantum chemistry calculation of the molecule C6H9N3O, from the OMol25 dataset.

Properties
2S+1 = 1
LUMO level = 0.5 eV
gap between HOMO and LUMO = 8.84 eV
HOMO level = -8.3 eV

XYZ file:
```
19
Properties=species:S:1:pos:R:3:lowdin_charge:R:1
C 1.22 -1.31 -0.91 -0.033
N -0.07 1.29 1.38 0.042
C -2.00 -0.80 -0.05 -0.521
C 0.91 0.83 0.48 -0.335
C -1.02 0.42 1.69 0.012
C 0.58 -0.42 0.10 -0.230
N -2.04 0.14 -1.03 0.179
N 1.90 1.70 0.05 0.125
C -0.68 -0.76 0.83 -0.212
O -2.83 -1.67 0.08 0.065
H -0.04 2.23 1.76 0.133
H -1.44 0.94 -1.00 0.099
H -2.89 0.21 -1.57 0.115
H 2.25 2.32 0.77 0.090
H 2.66 1.24 -0.44 0.087
H -0.67 -1.70 1.38 0.152
H 2.11 -0.86 -1.34 0.069
H 1.52 -2.25 -0.45 0.082
H 0.52 -1.54 -1.71 0.082
```

=====

3.
The following is a quantum chemistry calculation of the molecule C6H9N3O, from the OMol25 dataset.

Properties
2S+1 = 1
LUMO level = 0.7 eV
gap between HOMO and LUMO = 10.18 eV
HOMO level = -9.4 eV

XYZ file:
```
19
Properties=species:S:1:pos:R:3:lowdin_charge:R:1
C 2.60 0.05 -0.35 -0.281
C 1.27 0.64 -0.22 -0.267
C -2.20 0.70 0.25 -0.139
C -2.17 -0.85 0.25 -0.168
C -0.75 -1.17 -0.28 -0.155
C 0.09 0.03 -0.10 -0.167
H 3.40 -0.02 1.38 0.105
H 3.22 0.85 -0.88 0.139
H 2.67 -0.82 -1.03 0.131
H -2.60 1.13 1.13 0.097
H -2.61 1.15 -0.90 0.197
H -2.19 -1.07 1.34 0.107
H -2.98 -1.52 -0.26 0.144
H -0.27 -2.14 0.21 0.139
H -0.74 -1.67 -1.45 0.173
N 1.10 1.98 -0.06 0.050
N -0.19 2.29 0.18 0.065
N -0.82 1.09 0.10 -0.132
O 3.16 -0.65 0.68 -0.039
```

=====

Which of them is the least stable? Correct choice: 1.

=====

1.
The following is a quantum chemistry calculation of the molecule C2H4N4O2, from the OMol25 dataset.

Properties
2S+1 = 1
LUMO level = -0.2 eV
gap between HOMO and LUMO = 8.09 eV
HOMO level = -8.3 eV

XYZ file:
```
12
Properties=species:S:1:pos:R:3:lowdin_charge:R:1
C -0.18 -0.60 -0.10 -0.398
C -1.36 -1.19 0.03 -0.121
H 1.63 0.71 0.45 0.139
H 2.77 -0.45 0.19 0.095
H -1.53 -2.21 0.28 0.130
H 0.14 2.47 -0.17 0.215
N 1.84 -0.22 -0.21 -0.047
N 0.95 -1.22 -0.13 0.080
N -2.39 -0.41 0.12 0.172
N -0.44 0.72 -0.49 -0.122
O -1.77 0.87 -0.26 -0.081
O 0.35 1.53 0.31 -0.064
```

=====

2.
The following is a quantum chemistry calculation of the molecule C2H4N4O2, from the OMol25 dataset.

Properties
2S+1 = 1
LUMO level = 0.0 eV
gap between HOMO and LUMO = 9.16 eV
HOMO level = -9.2 eV

XYZ file:
```
12
Properties=species:S:1:pos:R:3:lowdin_charge:R:1
C 0.70 -1.35 0.36 -0.099
C -1.09 -0.35 -0.14 -0.421
H 2.64 1.05 -0.13 0.191
H 1.53 -2.10 0.50 0.159
H -2.61 0.86 -0.56 0.080
H 0.09 2.52 0.06 0.144
N 0.98 0.01 0.19 -0.207
N -0.55 -1.61 0.22 0.146
N -2.34 -0.14 -0.36 0.151
N -0.07 0.69 -0.28 -0.100
O 2.18 0.15 -0.52 -0.036
O -0.36 1.76 0.58 -0.008
```

=====

Which of them is the least stable? Correct choice: 1.

=====

1.
The following is a quantum chemistry calculation of a cluster of 2 separate species, C4H5NOS in total, from the OMol25 dataset.

Properties
2S+1 = 1
LUMO level = -1.2 eV
gap between HOMO and LUMO = 7.60 eV
HOMO level = -8.8 eV

XYZ file:
```
12
Properties=species:S:1:pos:R:3:lowdin_charge:R:1
C 0.63 0.51 0.98 -0.832
C -0.32 -0.78 -0.75 -0.263
C -1.26 0.35 -0.80 -0.070
C 0.16 0.60 -0.37 -0.319
H 1.59 -1.39 1.98 0.317
H 0.31 -1.26 -1.68 0.204
H -2.22 0.90 -0.25 0.179
H -1.39 0.56 -2.01 0.162
H 0.80 1.34 -0.82 0.125
N 0.23 -0.73 1.56 0.027
O -0.26 -1.67 0.42 -0.136
S 1.73 1.56 1.74 0.606
```

=====

2.
The following is a quantum chemistry calculation of the molecule C4H5NOS, from the OMol25 dataset.

Properties
2S+1 = 1
LUMO level = 0.2 eV
gap between HOMO and LUMO = 8.43 eV
HOMO level = -8.2 eV

XYZ file:
```
12
Properties=species:S:1:pos:R:3:lowdin_charge:R:1
C -0.93 0.88 -0.28 -0.092
C -1.41 -0.37 -0.17 -0.079
C -0.26 -1.38 0.18 -0.072
C 0.93 -0.34 0.02 -0.728
H 2.15 1.46 -0.02 0.037
H -1.52 1.83 -0.13 0.148
H -2.60 -0.55 0.01 0.153
H -0.24 -2.09 -0.61 0.096
H -0.30 -1.83 1.09 0.078
N 0.43 0.89 -0.12 -0.238
O 1.22 1.97 0.19 -0.040
S 2.53 -0.47 -0.15 0.737
```

=====

Which of them is the least stable? Correct choice: 1.

=====

1.
The following is a quantum chemistry calculation of a structure of composition C3H2N4O, from the OMol25 dataset.

Properties
2S+1 = 1
LUMO level = -1.2 eV
gap between HOMO and LUMO = 9.09 eV
HOMO level = -10.3 eV

XYZ file:
```
10
Properties=species:S:1:pos:R:3:lowdin_charge:R:1
C -0.88 -0.12 0.06 -0.341
C -0.44 1.38 -0.14 -0.041
C -0.02 -1.41 -0.03 -0.061
H -0.98 2.21 -0.51 0.111
H -0.68 -2.23 0.21 0.112
N 0.77 1.69 0.03 0.050
N 1.22 0.59 0.57 -0.058
N 1.77 -0.25 -0.34 0.054
N 1.26 -1.52 0.06 0.045
O -2.02 -0.36 0.09 0.130
```

=====

2.
The following is a quantum chemistry calculation of the molecule C3H2N4O, from the OMol25 dataset.

Properties
2S+1 = 1
LUMO level = 0.2 eV
gap between HOMO and LUMO = 9.59 eV
HOMO level = -9.4 eV

XYZ file:
```
10
Properties=species:S:1:pos:R:3:lowdin_charge:R:1
C 0.64 -0.60 -0.74 -0.400
C -0.23 0.60 0.88 -0.346
C -0.19 1.25 2.14 -0.099
H 1.07 -1.63 -2.20 0.052
H -1.45 -0.45 -1.54 0.130
N 1.44 -1.33 -1.33 0.176
N -0.76 -0.16 -0.92 0.067
N -1.21 0.53 0.06 0.121
N -0.20 1.89 3.13 0.175
O 0.88 -0.11 0.51 0.124
```

=====

3.
The following is a quantum chemistry calculation of the molecule C3H2N4O, from the OMol25 dataset.

Properties
2S+1 = 1
LUMO level = -1.0 eV
gap between HOMO and LUMO = 8.96 eV
HOMO level = -9.9 eV

XYZ file:
```
10
Properties=species:S:1:pos:R:3:lowdin_charge:R:1
C -0.96 -0.55 0.00 -0.476
C -0.85 0.88 -0.70 -0.036
C 1.08 0.38 0.60 -0.229
H -1.65 1.74 -0.89 0.168
H 1.36 0.67 1.87 0.209
N 0.29 1.27 -0.24 0.070
N 1.53 -0.82 0.40 0.053
N 1.00 -1.31 -0.85 0.029
N -0.21 -1.14 -1.03 0.074
O -1.60 -1.11 0.85 0.138
```

=====

Which of them is the least stable? Correct choice: 1.